1.
DFT (wB97M-V/def2-TZVPD) results for a single C7H18O3Si2 molecule.

Each line ends with the Mulliken charge.
Positions of all 30 atoms, in Å:
H (3.836, -2.249, 1.553)  0.310
C (1.700, -0.809, 1.293)  -0.845
C (4.048, -1.614, 0.662)  -1.231
H (-1.355, 2.508, 2.531)  -0.108
H (-1.875, -3.164, 0.645)  0.420
Si (-1.189, 1.217, -1.443)  0.356
H (0.225, 1.098, -1.788)  -0.167
H (4.619, -2.242, -0.006)  0.349
H (0.241, 3.702, 1.239)  -0.132
C (-1.831, -2.496, -0.209)  -1.349
H (2.130, -1.751, -0.513)  0.233
O (-0.967, 1.881, 0.050)  0.028
C (-0.681, -1.049, 1.226)  -1.002
H (4.744, -0.836, 0.919)  0.326
H (2.003, 0.029, 1.790)  0.366
C (-2.481, 2.197, -2.542)  -1.051
H (-1.918, 4.315, 0.725)  -0.127
Si (-1.117, 3.077, 1.217)  0.268
H (-2.717, 1.557, -3.360)  0.327
O (0.409, -0.644, 0.636)  0.237
H (-2.008, 3.131, -2.914)  0.316
H (-2.602, -2.751, -0.951)  0.322
H (-0.787, -2.791, -0.438)  0.279
C (-1.855, -1.051, 0.214)  0.880
O (-1.865, -0.222, -1.082)  -0.320
C (2.684, -1.059, 0.174)  0.021
H (-3.259, 2.553, -1.820)  0.254
H (-2.751, -0.822, 0.657)  0.397
H (2.964, -0.142, -0.491)  0.214
H (1.661, -1.573, 2.028)  0.427

Its energy above the lowest of the compared OMol25 structures with the same formula, charge and spin is 71.2 kcal/mol. As for the multiplicity: 1. The value obtained for the total energy is -29447.643 eV.

=====

2.
DFT (wB97M-V/def2-TZVPD) results for 2 unconnected molecules or ions with the total composition C2H2BrN3.

Each line ends with the Mulliken charge.
Positions of all 8 atoms, in Å:
Br (-2.007, -0.489, 0.023)  -0.286
C (1.248, -1.301, 0.061)  0.496
N (1.444, -2.429, -0.021)  -0.431
H (-2.176, -1.720, -1.291)  0.240
H (-0.410, 2.871, 0.137)  0.290
C (0.538, 0.986, 0.339)  0.482
N (0.182, 2.107, 0.452)  -0.353
N (1.182, -0.025, 0.299)  -0.438

Its energy above the lowest of the compared OMol25 structures with the same formula, charge and spin is 52.5 kcal/mol. As for the multiplicity: 1. The value obtained for the total energy is -76616.239 eV. As for the SMILES: N#CN=C=N.Br.

=====

3.
DFT (wB97M-V/def2-TZVPD) results for a molecular structure, C41H55N8O5P2SSe2Si2Ta.

Each line ends with the Mulliken charge.
Positions of all 117 atoms, in Å:
C (-2.219, -3.400, 1.093)  0.678
C (2.147, -3.585, -3.823)  -1.390
C (-1.829, -3.339, 3.480)  -0.713
C (-3.953, 3.246, -0.326)  -0.399
C (-4.326, 0.098, -0.865)  0.750
C (-3.070, -4.475, 1.263)  -1.314
O (3.115, 3.546, 1.171)  -0.703
H (2.308, -0.363, -5.605)  0.419
H (-5.921, 1.548, -0.858)  0.454
Si (1.933, -2.894, -2.096)  0.606
H (3.937, -1.000, -4.467)  0.371
O (3.995, -1.254, 1.198)  0.505
H (2.299, -4.662, -3.704)  0.408
C (1.675, 1.754, -3.421)  -0.750
C (3.261, -3.772, -1.075)  -0.627
H (-2.871, -4.811, 4.630)  0.453
H (0.532, 3.227, 0.895)  -0.174
H (5.533, -0.653, 3.904)  0.240
H (-2.931, -1.524, -1.093)  -0.212
H (-4.344, 2.279, 2.897)  0.427
H (-5.213, 6.064, 1.080)  0.392
H (-7.012, 0.627, -2.853)  0.446
N (5.221, -2.671, 2.402)  -0.251
C (3.699, -0.839, -2.334)  -1.402
H (1.262, 4.819, 0.868)  0.850
C (-2.683, -4.419, 3.640)  -0.844
C (-0.878, 1.317, 4.974)  -0.801
C (-6.110, 0.165, -2.477)  -0.744
Si (1.159, -0.039, -3.347)  -0.040
C (-4.411, 4.553, -0.224)  -0.595
H (2.546, 1.858, -4.073)  0.389
S (3.329, 2.160, 0.976)  1.108
H (-3.657, 2.849, -1.289)  0.469
C (-1.009, 0.635, 3.776)  0.195
N (4.888, -0.503, 3.147)  -0.253
H (-3.565, -4.910, 0.405)  0.503
C (-0.661, -0.359, -3.031)  -0.392
H (-0.801, 5.208, 2.490)  0.427
C (-4.815, 5.059, 1.009)  -0.636
H (-2.058, -2.992, 0.105)  0.283
C (-4.750, 4.257, 2.143)  -0.956
H (-1.451, 2.220, 5.143)  0.508
C (-1.603, -2.830, 2.203)  0.883
H (-6.074, -1.359, -3.982)  0.420
C (-5.486, 0.691, -1.354)  -0.675
H (-2.357, 5.073, 1.897)  0.317
H (-0.448, -3.466, -2.411)  0.511
C (5.798, -0.674, -3.453)  -0.875
C (-4.438, -1.559, -2.608)  -0.936
H (6.071, -0.278, -0.105)  0.573
C (-5.585, -0.953, -3.107)  -0.724
H (1.110, -1.636, -5.328)  0.358
H (0.329, 3.243, -1.428)  0.033
H (-0.919, 5.805, 0.096)  0.503
C (-3.816, -1.040, -1.488)  0.275
O (2.188, 1.272, 1.515)  -0.387
C (-3.303, -4.984, 2.535)  -0.698
H (-0.231, -2.486, -0.961)  -0.588
Se (1.540, -2.236, 1.529)  -0.427
Se (-4.080, -0.466, 2.354)  -0.106
C (5.664, -0.460, -1.090)  -0.222
H (0.865, 2.328, -3.883)  0.464
P (-0.459, -1.474, 2.031)  0.488
H (-4.035, -2.439, -3.092)  0.502
C (-0.757, -0.318, 0.697)  -0.769
C (-0.033, 0.836, 5.965)  -0.836
H (3.972, -4.248, -1.755)  0.453
N (0.077, 1.148, -0.678)  0.085
H (7.499, -0.315, -2.161)  0.486
N (-1.403, 4.704, 1.837)  0.026
H (-1.368, -2.885, 4.348)  0.408
H (-1.689, 1.000, 3.020)  0.106
H (4.965, -3.395, 1.752)  0.210
O (3.221, 1.664, -0.492)  -0.574
H (3.017, -3.199, -4.355)  0.352
H (0.610, 0.007, -5.666)  0.428
C (6.432, -0.470, -2.224)  -1.270
H (2.808, -4.560, -0.469)  0.428
H (1.146, -1.914, 4.392)  0.552
C (0.569, -1.013, 4.556)  -0.376
C (-0.868, 4.768, 0.424)  -0.118
H (1.267, -3.453, -4.451)  0.365
H (4.707, 0.453, 2.838)  0.242
H (-4.485, 5.167, -1.114)  0.490
H (0.059, 1.367, 6.903)  0.442
C (1.355, -0.596, -5.134)  -1.335
Ta (2.602, -0.238, 0.044)  0.130
H (0.173, -4.206, -0.930)  0.644
H (-5.085, 4.638, 3.099)  0.467
O (4.588, 1.618, 1.463)  -0.779
H (5.754, -2.921, 3.217)  0.207
H (1.088, 4.719, -1.582)  0.237
C (2.238, -0.977, -2.034)  3.075
C (-4.323, 2.937, 2.036)  -0.462
H (1.347, -0.707, 6.526)  0.458
H (-1.549, 4.163, -0.167)  -0.111
H (3.833, -3.124, -0.411)  -0.323
H (-1.452, 3.727, 2.137)  -0.050
C (-3.927, 2.424, 0.803)  0.251
H (1.911, 2.200, -2.460)  -0.008
C (4.429, -0.850, -3.522)  -0.793
H (-0.944, -1.297, -3.517)  0.501
C (0.535, 4.185, 0.360)  -0.674
H (6.385, -0.689, -4.362)  0.533
C (0.690, -0.329, 5.755)  -0.906
C (0.193, -3.302, -1.542)  -0.545
N (4.341, -0.677, -1.171)  0.364
H (-1.241, 0.434, -3.510)  0.585
H (-0.977, -0.413, -1.993)  -0.534
N (-1.188, 1.448, -0.556)  -0.408
C (4.696, -1.452, 2.243)  -0.092
P (-3.541, 0.642, 0.665)  1.184
C (-0.290, -0.539, 3.565)  0.442
C (-1.756, 0.569, 0.301)  -0.294
H (-3.976, -5.821, 2.665)  0.441
N (0.366, 0.081, 0.041)  1.492
N (0.946, 3.914, -0.990)  -0.203

Its energy above the lowest of the compared OMol25 structures with the same formula, charge and spin is 12.0 kcal/mol. As for the multiplicity: 1. The value obtained for the total energy is -242975.073 eV. As for the net charge: +2.

=====

4.
DFT (wB97M-V/def2-TZVPD) results for a molecular structure, C6H9O.

Each line ends with the Mulliken charge.
Positions of all 16 atoms, in Å:
C (-1.581, -0.922, -0.343)  -0.557
C (-0.119, -1.611, 1.334)  -0.576
H (2.246, 0.531, -1.448)  0.245
H (-0.793, 3.421, -0.503)  0.289
H (0.433, -2.214, 2.033)  0.455
O (-1.048, 1.464, -0.255)  -0.233
C (-1.028, -2.057, 0.425)  -0.461
H (0.332, 2.616, 0.770)  0.276
C (-0.462, 2.542, 0.034)  0.015
H (-1.327, -3.076, 0.263)  0.444
C (-0.837, 0.244, 0.235)  0.336
H (1.770, 0.637, -0.837)  -0.218
H (0.655, 0.388, 1.853)  0.379
H (-1.443, -1.036, -1.420)  0.360
C (0.009, -0.203, 1.229)  -0.104
H (-2.660, -0.828, -0.193)  0.349

Its energy above the lowest of the compared OMol25 structures with the same formula, charge and spin is 55.5 kcal/mol. As for the multiplicity: 1. The value obtained for the total energy is -8404.452 eV. As for the net charge: +1.

=====

5.
DFT (wB97M-V/def2-TZVPD) results for a molecular structure, C3H5NO2.

Each line ends with the Mulliken charge.
Positions of all 11 atoms, in Å:
H (-0.089, -2.184, 0.330)  0.310
O (1.598, -0.739, -0.791)  -0.645
H (-0.210, 1.143, 1.263)  0.376
C (-1.163, -0.466, -0.128)  -0.532
N (-0.242, -1.237, 0.664)  -0.457
H (-2.037, -0.042, 0.353)  0.284
C (0.778, -0.401, 0.043)  0.539
C (0.304, 0.933, 0.334)  -0.039
H (-1.339, -0.872, -1.133)  0.286
H (1.611, 1.831, -0.772)  0.358
O (0.968, 2.036, -0.073)  -0.481

Its energy above the lowest of the compared OMol25 structures with the same formula, charge and spin is 74.0 kcal/mol. As for the multiplicity: 1. The value obtained for the total energy is -8774.487 eV.

=====

6.
DFT (wB97M-V/def2-TZVPD) results for a single C2H4P2 molecule.

Each line ends with the Mulliken charge.
Positions of all 8 atoms, in Å:
P (-0.677, 0.671, -0.618)  0.217
H (1.327, -1.223, -0.128)  0.048
H (-0.240, 0.101, -1.853)  0.011
H (1.087, -1.085, 2.052)  0.075
P (0.596, -0.550, 0.848)  0.200
C (-1.152, -0.492, 0.552)  -0.283
H (-1.608, 1.368, -1.268)  0.044
C (0.666, 1.211, 0.414)  -0.312

Its energy above the lowest of the compared OMol25 structures with the same formula, charge and spin is 150.4 kcal/mol. As for the multiplicity: 1. The value obtained for the total energy is -20708.278 eV.